(1)
The following is a quantum chemistry calculation of the molecule C36H54F3N2O3PS2, from the OMol25 dataset.

Last column: Mulliken charge in e.
Atoms and positions in Å:
C (6.123, 1.930, 0.954)  -0.94
C (7.000, 0.738, 0.349)  -0.59
C (6.036, -0.454, -0.140)  0.14
C (5.841, -1.450, 1.083)  -0.62
C (5.020, -2.752, 0.666)  -0.96
C (3.679, -2.289, -0.045)  -0.50
C (3.711, -2.451, -1.631)  -0.72
C (2.460, -1.630, -2.191)  0.06
C (2.792, -0.764, -3.477)  -0.75
C (2.289, 0.733, -3.412)  -1.02
C (0.748, 0.886, -3.033)  0.46
C (-0.182, 1.092, -4.314)  -0.99
C (-1.436, 0.101, -4.329)  -0.38
C (-2.558, 0.732, -3.400)  -0.30
C (-4.020, 0.220, -3.702)  -0.93
C (-4.362, -1.198, -3.084)  0.72
C (-5.826, -1.345, -2.504)  -1.04
C (-6.279, -0.229, -1.487)  -0.75
C (-5.703, -0.424, -0.006)  -0.73
C (-4.281, 0.255, 0.110)  0.15
C (-3.350, -0.345, 1.213)  0.45
C (-2.991, -1.790, 1.185)  0.15
C (-3.499, -2.814, 0.151)  0.25
C (-2.233, -3.239, -0.851)  -0.38
C (-0.960, -2.217, -0.796)  -0.16
O (-1.004, -3.662, -0.179)  -0.51
C (-2.117, -2.267, 2.249)  -0.91
C (-1.536, -1.438, 3.303)  0.14
S (-0.432, -2.254, 4.470)  1.21
O (-0.917, -3.634, 4.604)  -0.66
O (-0.385, -1.662, 5.803)  -0.61
C (1.224, -2.392, 3.636)  0.84
F (1.951, -1.235, 3.707)  -0.23
F (1.006, -2.616, 2.287)  -0.23
F (1.911, -3.468, 4.113)  -0.21
C (-1.886, 0.014, 3.338)  0.29
C (-2.798, 0.499, 2.304)  0.17
S (-3.285, 2.269, 2.380)  -0.38
C (-1.844, 3.015, 3.183)  0.62
C (-1.549, 4.434, 2.911)  -0.63
C (-0.402, 5.074, 3.553)  0.40
P (0.069, 6.865, 3.354)  0.25
N (0.215, 7.349, 1.847)  -0.68
C (0.435, 4.229, 4.431)  -0.54
C (0.139, 2.816, 4.697)  -0.82
C (-1.044, 2.172, 4.068)  0.27
N (-1.301, 0.790, 4.406)  -0.19
H (5.186, 2.086, 0.348)  0.24
H (5.881, 1.660, 2.016)  0.25
H (6.773, 2.847, 0.889)  0.34
H (7.531, 1.096, -0.572)  0.34
H (7.693, 0.301, 1.112)  0.29
H (6.446, -1.004, -1.025)  0.25
H (5.072, 0.055, -0.428)  -0.21
H (6.864, -1.769, 1.437)  0.41
H (5.281, -0.905, 1.897)  0.16
H (4.832, -3.436, 1.540)  0.30
H (5.588, -3.361, -0.094)  0.36
H (3.438, -1.215, 0.216)  0.35
H (2.810, -2.899, 0.317)  0.36
H (4.683, -2.086, -2.066)  0.36
H (3.561, -3.546, -1.855)  0.34
H (1.688, -2.384, -2.497)  0.04
H (2.046, -0.942, -1.409)  0.21
H (3.921, -0.727, -3.561)  0.40
H (2.442, -1.249, -4.433)  0.31
H (2.516, 1.232, -4.401)  0.46
H (2.949, 1.265, -2.663)  0.24
H (0.384, 0.084, -2.340)  -0.48
H (0.696, 1.851, -2.441)  0.35
H (0.482, 0.958, -5.210)  0.43
H (-0.503, 2.172, -4.321)  0.34
H (-1.042, -0.863, -3.892)  0.07
H (-1.775, -0.011, -5.390)  0.41
H (-2.524, 1.848, -3.587)  0.47
H (-2.218, 0.589, -2.339)  -0.04
H (-4.728, 1.041, -3.423)  0.21
H (-4.088, 0.105, -4.825)  0.52
H (-3.548, -1.420, -2.330)  -0.88
H (-4.264, -1.949, -3.920)  0.61
H (-5.896, -2.373, -2.037)  0.36
H (-6.543, -1.377, -3.378)  0.40
H (-6.135, 0.820, -1.860)  0.32
H (-7.399, -0.350, -1.367)  0.43
H (-5.746, -1.491, 0.323)  0.35
H (-6.399, 0.174, 0.652)  0.41
H (-3.692, 0.180, -0.853)  -1.19
H (-4.464, 1.359, 0.244)  0.78
H (-3.893, -3.770, 0.577)  0.52
H (-4.206, -2.415, -0.614)  -1.07
H (-2.494, -3.694, -1.879)  0.53
H (-0.395, -2.340, -1.747)  0.13
H (-0.567, -1.846, 0.175)  0.27
H (-1.841, -3.355, 2.229)  0.32
H (-2.191, 5.064, 2.252)  0.33
H (1.314, 7.133, 4.023)  0.06
H (-0.953, 7.596, 4.058)  0.10
H (1.178, 7.700, 1.757)  0.21
H (1.330, 4.697, 4.920)  0.18
H (0.821, 2.263, 5.382)  0.35
H (-0.372, 0.406, 4.622)  0.24

Cartesian forces (eV/Å) of the 6 atoms listed first:
C 1.194 -0.730 -0.336
C -1.495 -0.436 -0.894
C 0.438 0.497 1.277
C -0.304 -0.620 -0.927
C -0.245 0.742 -0.406
C 0.098 -0.554 -0.133

Values from the calculation:
- E (eV) = -86433.54636
- orbital gap (eV) = 7.7
- HOMO level (Eh) = -0.2998



(2)
The following is a quantum chemistry calculation of a structure of composition C35H34BrIN6O4SeY, from the OMol25 dataset.

Last column: Mulliken charge in e.
Atoms and positions in Å:
Y (-0.320, 0.573, 0.436)  1.05
O (-1.039, -3.279, -3.822)  -0.45
C (-2.305, -2.838, -3.523)  1.07
C (-3.430, -3.446, -4.069)  -0.81
C (-4.690, -2.965, -3.761)  -0.57
C (-4.836, -1.878, -2.908)  -0.86
C (-3.710, -1.286, -2.367)  -0.40
C (-2.435, -1.755, -2.660)  -0.38
C (-1.233, -1.094, -2.026)  1.20
O (-1.396, -0.869, -0.689)  -0.36
N (-1.051, 0.215, -2.708)  -0.43
N (-0.247, 1.100, -2.053)  0.05
C (0.385, 1.976, -2.737)  -0.58
C (1.158, 3.063, -2.165)  0.47
Br (0.988, 3.314, -0.287)  -0.03
C (1.892, 3.883, -2.924)  -0.79
C (2.732, 5.019, -2.538)  0.42
C (3.593, 4.975, -1.440)  -0.42
C (4.377, 6.073, -1.128)  -0.67
C (4.308, 7.223, -1.900)  -0.42
C (3.468, 7.268, -3.005)  -0.57
C (2.695, 6.168, -3.331)  -0.45
H (-1.104, -4.009, -4.446)  0.29
H (-3.315, -4.291, -4.739)  0.33
H (-5.561, -3.441, -4.192)  0.39
H (-5.821, -1.502, -2.669)  0.41
H (-3.799, -0.445, -1.690)  0.28
H (-0.344, -1.714, -2.215)  -0.05
H (-0.846, 0.129, -3.701)  0.37
H (0.362, 1.949, -3.827)  0.33
H (1.830, 3.688, -3.992)  0.41
H (3.672, 4.074, -0.848)  0.67
H (5.049, 6.027, -0.282)  0.39
H (4.919, 8.079, -1.650)  0.39
H (3.421, 8.159, -3.616)  0.39
H (2.048, 6.199, -4.199)  0.41
C (3.897, 0.835, 2.622)  -1.07
C (2.817, 0.260, 3.482)  0.77
N (3.143, -0.349, 4.593)  -0.65
C (2.173, -0.845, 5.386)  -0.97
C (0.835, -0.734, 5.118)  0.64
C (-0.164, -1.312, 6.087)  -0.93
O (-1.014, -0.331, 6.672)  -0.53
C (0.447, -0.093, 3.906)  -0.36
C (-0.961, 0.076, 3.656)  -0.61
N (-1.559, 0.316, 2.529)  0.06
C (-2.988, 0.298, 2.558)  0.25
C (-3.682, -0.598, 3.376)  -0.17
C (-5.066, -0.630, 3.396)  -0.84
C (-5.795, 0.221, 2.584)  -0.59
C (-5.132, 1.095, 1.740)  -0.64
C (-3.746, 1.122, 1.731)  0.04
I (-2.834, 2.460, 0.403)  0.12
C (1.455, 0.402, 3.060)  0.72
O (1.197, 1.014, 1.941)  -0.78
H (4.852, 0.732, 3.130)  0.37
H (3.698, 1.887, 2.411)  0.26
H (3.942, 0.319, 1.661)  0.13
H (2.512, -1.350, 6.283)  0.37
H (0.370, -1.874, 6.857)  0.41
H (-0.836, -2.014, 5.587)  0.32
H (-0.471, 0.277, 7.185)  0.35
H (-1.572, 0.007, 4.553)  1.32
H (-3.128, -1.297, 3.987)  0.57
H (-5.571, -1.335, 4.041)  0.41
H (-6.876, 0.198, 2.592)  0.40
H (-5.692, 1.755, 1.092)  0.45
C (3.237, -2.481, -2.949)  -0.92
N (2.279, -3.203, -2.130)  0.47
C (1.868, -4.499, -2.346)  -0.59
C (1.025, -4.817, -1.342)  -0.34
N (0.938, -3.719, -0.518)  0.42
C (0.160, -3.661, 0.711)  -0.91
C (1.711, -2.729, -1.004)  -0.63
Se (2.103, -1.089, -0.208)  -0.26
H (3.182, -2.864, -3.964)  0.33
H (4.244, -2.611, -2.557)  0.34
H (2.985, -1.424, -2.934)  0.33
H (2.206, -5.069, -3.192)  0.49
H (0.477, -5.720, -1.143)  0.46
H (-0.233, -4.656, 0.903)  0.29
H (-0.658, -2.953, 0.596)  0.23
H (0.811, -3.358, 1.531)  0.40

Cartesian forces (eV/Å) of the 6 atoms listed first:
Y 0.492 -0.191 -0.477
O 0.026 0.011 -0.002
C -0.020 0.050 -0.011
C 0.033 0.016 0.011
C -0.026 -0.011 -0.010
C -0.031 -0.011 -0.012

Values from the calculation:
- charge = +1
- E (eV) = -198508.51798
- orbital gap (eV) = 7.6
- ΔE to the lowest compared entry with this formula, charge and spin (kcal per mole) = 7.52
- HOMO level (Eh) = -0.3788



(3)
The following is a quantum chemistry calculation of a cluster of 6 separate species, C39H89N8O6P in total, from the OMol25 dataset.

Last column: Mulliken charge in e.
Atoms and positions in Å:
C (-3.436, 5.506, -3.166)  -0.01
O (-2.492, 6.053, -3.790)  -0.57
N (-3.313, 4.344, -2.448)  0.37
C (-4.396, 3.971, -1.506)  -1.00
C (-2.172, 3.388, -2.664)  -0.81
H (-4.452, 5.930, -3.166)  0.29
H (-3.987, 3.703, -0.532)  0.30
H (-4.890, 3.035, -1.767)  0.24
H (-5.089, 4.787, -1.303)  0.39
H (-1.499, 3.665, -3.475)  0.24
H (-1.562, 3.392, -1.762)  0.17
H (-2.443, 2.361, -2.908)  0.25
C (-2.980, -5.961, 2.432)  -0.03
O (-3.697, -6.392, 1.540)  -0.52
N (-3.542, -5.298, 3.461)  0.30
C (-2.920, -4.599, 4.532)  -1.16
C (-4.891, -4.742, 3.442)  -1.22
H (-1.881, -6.015, 2.466)  0.34
H (-3.571, -4.948, 5.334)  0.45
H (-3.088, -3.529, 4.409)  0.23
H (-1.863, -4.821, 4.679)  0.30
H (-5.290, -4.880, 4.447)  0.37
H (-4.917, -3.663, 3.292)  0.36
H (-5.594, -4.991, 2.647)  0.35
O (-2.451, 1.032, 8.897)  -0.81
P (-1.599, 2.136, 8.420)  0.56
N (-2.462, 3.568, 8.154)  0.36
C (-3.703, 3.686, 7.362)  -1.17
C (-1.908, 4.845, 8.410)  -1.39
N (-0.927, 1.878, 6.815)  0.62
C (-0.152, 2.740, 5.978)  -1.06
C (-1.629, 0.861, 5.966)  -1.04
N (-0.266, 2.566, 9.477)  0.08
C (0.921, 1.648, 9.653)  -1.12
C (-0.801, 3.100, 10.762)  -1.20
H (-4.341, 3.037, 7.963)  0.33
H (-3.372, 3.308, 6.395)  0.22
H (-4.090, 4.697, 7.239)  0.49
H (-2.229, 5.348, 9.322)  0.22
H (-2.293, 5.469, 7.603)  0.58
H (-0.846, 4.878, 8.169)  0.42
H (-0.715, 2.818, 5.048)  0.16
H (-0.125, 3.794, 6.255)  0.37
H (0.872, 2.604, 5.631)  0.28
H (-1.058, 0.363, 5.183)  0.19
H (-2.088, 0.036, 6.510)  0.25
H (-2.520, 1.333, 5.553)  0.39
H (1.450, 2.083, 10.501)  0.41
H (0.373, 0.760, 9.967)  0.40
H (1.417, 1.477, 8.697)  0.24
H (-0.471, 2.524, 11.627)  0.45
H (-1.891, 3.077, 10.787)  0.44
H (-0.472, 4.130, 10.900)  0.27
C (2.343, -3.348, -2.909)  -1.98
C (2.657, -3.621, -4.375)  2.47
C (3.364, -5.030, -4.435)  -1.53
C (2.429, -6.198, -4.373)  -0.71
C (1.362, -6.089, -5.414)  -1.17
C (0.577, -4.759, -5.257)  2.14
N (1.439, -3.522, -5.168)  -0.01
O (0.729, -2.288, -4.991)  -0.31
C (-0.288, -4.594, -6.505)  -2.12
C (-0.472, -4.870, -4.054)  -1.75
C (3.732, -2.607, -4.897)  -1.80
H (1.878, -2.378, -2.732)  0.08
H (3.175, -3.325, -2.205)  0.48
H (1.608, -4.064, -2.541)  0.36
H (3.940, -5.091, -5.358)  0.45
H (4.151, -5.141, -3.689)  0.44
H (2.076, -6.334, -3.351)  0.28
H (2.958, -7.132, -4.567)  0.44
H (0.814, -6.991, -5.143)  0.32
H (1.850, -6.246, -6.376)  0.38
H (-0.916, -5.431, -6.811)  0.40
H (-0.912, -3.705, -6.419)  0.33
H (0.545, -4.493, -7.201)  0.56
H (-0.511, -3.983, -3.422)  0.21
H (-1.523, -5.084, -4.250)  0.45
H (-0.133, -5.521, -3.248)  0.31
H (3.398, -1.570, -4.852)  -0.09
H (3.975, -2.824, -5.938)  0.52
H (4.661, -2.677, -4.332)  0.38
H (0.935, -1.800, -5.792)  0.30
C (6.256, 2.434, -4.486)  -2.30
C (4.841, 2.892, -4.038)  2.64
C (4.511, 3.939, -5.032)  -1.49
C (2.985, 4.313, -5.059)  -0.79
C (2.157, 3.003, -5.320)  -1.36
C (2.467, 1.916, -4.270)  2.20
N (3.916, 1.752, -4.152)  0.03
O (4.235, 0.623, -3.315)  -0.22
C (1.648, 2.312, -2.990)  -1.92
C (1.814, 0.612, -4.849)  -2.63
C (4.965, 3.578, -2.614)  -2.12
H (6.565, 1.529, -3.963)  0.49
H (7.105, 3.113, -4.569)  0.27
H (6.163, 1.844, -5.398)  0.54
H (5.077, 4.861, -4.897)  0.47
H (4.862, 3.618, -6.012)  0.46
H (2.776, 5.020, -5.862)  0.44
H (2.678, 4.677, -4.079)  0.32
H (2.354, 2.737, -6.358)  0.55
H (1.102, 3.275, -5.339)  0.33
H (0.630, 2.379, -3.373)  0.37
H (1.720, 1.547, -2.217)  0.51
H (1.821, 3.179, -2.353)  0.39
H (1.019, 0.761, -5.580)  0.31
H (2.522, 0.027, -5.436)  0.54
H (1.427, -0.167, -4.193)  0.44
H (5.764, 4.311, -2.717)  0.43
H (5.120, 2.955, -1.733)  0.33
H (4.066, 4.086, -2.265)  0.35
H (5.011, 0.387, -3.828)  0.25
C (-0.207, 1.403, 2.368)  -3.17
C (-0.390, 0.127, 1.449)  4.48
C (-0.852, -0.990, 2.380)  -1.99
C (-1.401, -2.286, 1.714)  0.66
C (-2.465, -1.909, 0.817)  -1.93
C (-2.142, -0.843, -0.253)  3.43
N (-1.409, 0.320, 0.427)  -0.78
O (-1.128, 1.417, -0.375)  -0.02
C (-1.374, -1.353, -1.440)  -2.43
C (-3.495, -0.386, -0.715)  -1.95
C (0.908, -0.317, 0.790)  -2.03
H (0.300, 2.309, 2.036)  0.11
H (0.524, 1.258, 3.162)  0.40
H (-1.186, 1.758, 2.692)  0.53
H (-0.043, -1.274, 3.053)  0.38
H (-1.601, -0.558, 3.044)  0.37
H (-1.832, -2.991, 2.425)  -0.35
H (-0.628, -2.772, 1.119)  0.15
H (-3.365, -1.756, 1.412)  0.00
H (-2.719, -2.799, 0.242)  0.48
H (-0.945, -0.731, -2.226)  0.45
H (-0.530, -2.017, -1.252)  0.23
H (-2.060, -1.893, -2.091)  0.53
H (-3.860, -0.953, -1.571)  0.37
H (-4.157, -0.329, 0.150)  0.47
H (-3.479, 0.618, -1.140)  0.10
H (1.370, 0.527, 0.277)  0.30
H (0.737, -1.220, 0.203)  0.07
H (1.657, -0.429, 1.574)  0.61
H (-0.308, 1.179, -0.814)  0.31

Cartesian forces (eV/Å) of the 6 atoms listed first:
C 2.723 0.186 -0.849
O -2.292 -1.284 1.123
N -0.521 -0.291 -0.672
C 1.015 -0.606 0.147
C 0.122 0.952 0.588
H 0.111 0.063 0.272

Values from the calculation:
- charge = -1
- E (eV) = -75372.06144
- orbital gap (alpha / beta) (eV) = 1.4 / 8.2
- 2S+1 = 2
- <S²> = 0.75
- HOMO level (alpha / beta) (Eh) = 0.0261 / -0.2212



Number 3 is which compound?
C39H89N8O6P



The highest E belongs to which entry?
C39H89N8O6P



Look up the E of the second one.
-198508.51798 eV